Record 1
Below is a single C9H12O4S molecule in a non-equilibrium geometry, with properties calculated with the ωB97M-V functional and the def2-TZVPD basis.

```
! RIJCOSX wB97M-V def2-TZVPD def2/J DEFGRID3
* xyz 0 1
C 1.806 0.784 2.711
C 1.254 1.830 2.124
S 1.215 2.224 0.401
O 2.338 1.531 -0.171
O 1.194 3.652 0.226
O -0.232 1.533 0.014
C -0.402 1.224 -1.332
C -1.325 -0.016 -1.375
C -1.527 -0.666 -2.880
C -0.771 -1.061 -0.460
C -1.222 -1.447 0.785
C -0.351 -2.420 1.394
C 0.594 -2.580 0.411
O 0.403 -1.780 -0.679
H 1.850 0.771 3.853
H 2.311 0.015 2.302
H 0.910 2.739 2.678
H 0.522 0.935 -1.701
H -0.776 2.062 -1.911
H -2.349 0.346 -1.096
H -0.689 -1.257 -3.062
H -1.747 0.028 -3.642
H -2.324 -1.363 -2.752
H -1.923 -0.975 1.481
H -0.334 -2.923 2.384
H 1.577 -3.186 0.295
*
```

Properties
Energy above the lowest of the compared OMol25 structures with the same formula, charge and spin   2.5 kJ/mol
HOMO-LUMO gap   9.272 eV
SMILES   C=CS(=O)(=O)OC[C@@H](C)c1ccco1
E_LUMO   0.61 eV
F_max   4.33 eV/Å

Record 2
Below is a molecular structure, C9H13BN2Zn in a non-equilibrium geometry, with properties calculated with the ωB97M-V functional and the def2-TZVPD basis.

```
! RIJCOSX wB97M-V def2-TZVPD def2/J DEFGRID3
* xyz -2 1
C 0.974 -1.205 -1.869
C -0.427 -1.185 -2.162
C -1.108 -1.915 -1.136
C -0.123 -2.394 -0.213
C 1.160 -1.956 -0.665
Zn -0.015 0.258 -0.135
C -1.542 1.657 -0.948
C -0.307 1.875 -1.460
C 0.505 2.515 -2.297
N 1.877 0.919 -0.216
H -2.174 -2.148 -1.120
H -0.880 -0.739 -3.050
H -0.313 -3.045 0.642
H 2.120 -2.216 -0.222
H 1.757 -0.806 -2.510
H -2.295 1.084 -1.519
H 2.454 1.458 0.452
H -1.926 2.215 -0.077
H 0.113 3.264 -2.995
H 1.583 2.328 -2.320
B -0.189 0.009 4.480
C -0.350 -0.010 2.948
N -0.469 -0.003 1.785
H -1.174 0.517 4.990
H 0.810 0.661 4.743
H -0.061 -1.140 4.873
*
```

Properties
HOMO-LUMO gap (spin up / spin down)   4.031 / 4.035 eV
E_LUMO (spin up / spin down)   5.41 / 5.41 eV
F_max   2.76 eV/Å

Record 3
Below is a molecular structure, C9H13CaO7P in a non-equilibrium geometry, with properties calculated with the ωB97M-V functional and the def2-TZVPD basis.

```
! RIJCOSX wB97M-V def2-TZVPD def2/J DEFGRID3
* xyz 2 1
Ca -0.055 0.543 -0.910
C -0.173 2.313 0.962
O -0.203 2.973 1.889
C -0.115 3.198 -1.885
O -0.139 4.255 -2.318
C -2.564 1.163 -1.022
O -3.697 1.275 -0.895
C 2.348 1.130 -0.947
O 3.482 1.254 -0.876
C -0.126 -0.729 -2.940
H 0.801 -1.297 -2.756
H -1.058 -1.285 -2.730
C -0.124 0.500 -3.471
H -1.051 1.009 -3.792
H 0.800 1.007 -3.806
C -2.523 -0.188 2.280
O -1.112 -0.451 2.448
P -0.256 -1.632 1.524
O 1.103 -1.094 2.138
C 1.700 0.153 2.509
O 0.545 -1.802 -0.208
C 1.251 -3.070 0.030
H -3.008 -0.893 1.585
H -2.631 0.837 1.880
H -3.094 -0.214 3.222
H 2.071 0.655 1.610
H 1.082 0.848 3.097
H 2.577 -0.191 3.086
H 2.270 -2.948 0.401
H 0.649 -3.633 0.780
H 1.252 -3.687 -0.885
*
```

Properties
HOMO-LUMO gap   8.312 eV
E_LUMO   -8.13 eV
F_max   4.56 eV/Å

Record 4
Below is a single C9H13Cl2NO3 molecule in a non-equilibrium geometry, with properties calculated with the ωB97M-V functional and the def2-TZVPD basis.

```
! RIJCOSX wB97M-V def2-TZVPD def2/J DEFGRID3
* xyz 0 1
C 1.678 -1.342 -2.396
C 0.809 -0.451 -1.739
C -0.647 -0.692 -1.660
N -1.092 -0.129 -0.306
C -0.424 -0.535 0.916
C 0.125 0.584 1.781
O 1.004 1.265 1.022
C 2.261 1.024 1.585
C 2.106 -0.217 2.407
O 0.791 0.041 2.903
C -2.213 0.639 -0.218
O -2.574 0.972 0.878
C -3.297 0.869 -1.208
Cl -3.670 -0.615 -2.241
Cl -3.028 2.169 -2.373
H 2.793 -1.079 -2.513
H 1.378 -2.317 -2.727
H 1.329 0.446 -1.319
H -1.095 -0.213 -2.578
H -0.852 -1.769 -1.749
H 0.317 -1.308 0.631
H -1.173 -1.085 1.469
H -0.647 1.124 2.199
H 3.105 0.911 0.851
H 2.556 1.898 2.267
H 2.729 -0.190 3.222
H 2.104 -1.118 1.709
H -4.376 1.117 -0.813
*
```

Properties
HOMO-LUMO gap   10.062 eV
SMILES   C=CCN(CC1OCCO1)C(=O)C(Cl)Cl
E_LUMO   0.67 eV
F_max   5.34 eV/Å

Record 5
Below is a gas-phase ion, C9H13ClIN2 (charge +1) in a non-equilibrium geometry, with properties calculated with the ωB97M-V functional and the def2-TZVPD basis.

```
! RIJCOSX wB97M-V def2-TZVPD def2/J DEFGRID3
* xyz 1 3
C -2.297 0.202 -1.412
C -2.081 -0.091 0.862
C -3.629 0.365 -1.284
C -3.380 0.185 1.035
C -1.479 -0.102 -0.343
C -4.148 0.543 -0.043
C 3.090 0.736 -0.440
C 0.021 -0.208 -0.294
C 0.783 0.836 0.599
N 0.425 -1.550 0.224
N 2.179 0.599 0.635
Cl -5.878 0.961 0.235
I 0.092 2.907 0.096
H -1.733 0.491 -2.308
H -1.404 -0.414 1.677
H -4.244 0.311 -2.189
H -3.785 0.489 2.001
H 2.478 0.614 -1.270
H 3.762 1.656 -0.472
H 3.715 -0.163 -0.444
H 0.462 -0.102 -1.374
H 0.545 0.718 1.600
H -0.365 -2.178 0.470
H 0.911 -2.085 -0.473
H 2.510 0.961 1.507
H 0.937 -1.426 1.121
*
```

Properties
HOMO-LUMO gap (spin up / spin down)   5.098 / 6.044 eV
E_LUMO (spin up / spin down)   -3.43 / -6.60 eV
⟨S²⟩   2.045
F_max   5.99 eV/Å